19
Properties=species:S:1:pos:R:3:forces:R:3:lowdin_charge:R:1 method="wB97M-V/def2-TZVPD" spin_multiplicity=1 de_lowest_kcal_mol=9.4 total_charge=0 total_energy_ev=-28764.5384
C 0.1722 -0.0511 1.1607 -0.2 -1.7 2.2 -0.08
C -0.6112 -1.1280 1.4007 0.3 1.3 -2.0 -0.06
C -0.3281 0.0117 -1.2491 -0.6 -1.3 2.3 -0.11
C 0.4106 0.3757 -0.1817 1.3 1.4 -2.3 -0.28
C -1.2482 -1.8220 0.2130 1.8 -0.3 0.4 -0.25
C -1.5525 -0.9506 -0.9689 3.3 2.2 -1.1 -0.69
N 2.6127 0.9757 -1.0801 3.9 -0.7 -2.2 -0.19
N 1.5861 1.3253 -0.4550 -4.5 -0.5 2.5 -0.39
O 2.7136 -0.1371 -1.5883 -0.8 0.5 0.6 -0.06
P 1.6837 2.9040 0.3562 -0.1 -0.5 -0.3 0.88
I -3.1182 0.4749 -0.6882 -0.6 -0.2 0.1 0.85
H 0.6997 0.2653 2.0783 -0.1 0.6 -1.0 0.11
H -0.7380 -1.4892 2.3959 -0.1 -0.3 0.4 0.10
H -0.0935 0.3209 -2.2400 0.0 0.2 -0.5 0.10
H -0.6338 -2.7491 0.0174 -0.2 1.0 -0.5 0.15
H -2.1433 -2.2219 0.4830 -2.7 -1.3 1.1 0.06
H -1.6952 -1.4378 -1.9200 -0.6 -0.5 0.1 0.07
H 1.9955 2.4128 1.6468 0.0 0.0 0.1 -0.12
H 0.2876 2.9206 0.6193 0.2 0.1 0.0 -0.09